Molecular formula: C5H12N3O2
Method: DFT, the ωB97M-V functional and the def2-TZVPD basis

Results
- HOMO (spin up / spin down) (eV) = -4.1 / -4.1
- Kohn-Sham gap (spin up / spin down) (eV) = 7.4 / 7.6
- ΔE to the lowest compared entry with this formula, charge and spin (kcal per mole) = 69.1

Geometry as ORCA input:
```
! wB97M-V def2-TZVPD RIJCOSX def2/J DEFGRID3
* xyz -1 1
C 0.156 -1.601 -1.716
C 2.002 0.373 -0.743
C 0.841 0.594 1.568
C 0.160 -1.259 -0.279
C 0.626 0.172 0.052
N -2.649 0.215 0.425
N -0.382 1.033 -0.590
N -3.229 1.033 1.147
O -2.615 2.035 1.508
O -4.310 0.667 1.671
H -0.588 -2.357 -1.896
H 0.030 -0.824 -2.438
H 1.222 -2.103 -1.947
H 2.334 1.328 -0.495
H 2.741 -0.279 -0.235
H 1.795 0.216 -1.801
H 1.591 1.367 1.563
H -0.152 1.032 1.765
H 0.927 -0.292 2.085
H -0.871 -1.276 -0.062
H 0.712 -1.909 0.427
H -0.345 1.834 -0.011
*
```

=====

Molecular formula: C28H44Br4O12
Method: DFT, the ωB97M-V functional and the def2-TZVPD basis

Results
- HOMO (eV) = -9.7
- Kohn-Sham gap (eV) = 10.2
- SMILES = O=C1CCCO1.O=C1CCCO1.O=C1CCCO1.O=C1CCCO1.O=C1CCCO1.O=C1CCCO1.BrCCBr.BrCCBr

Geometry as ORCA input:
```
! wB97M-V def2-TZVPD RIJCOSX def2/J DEFGRID3
* xyz 0 1
O 14.740 12.663 13.408
C 15.553 13.224 14.129
C 16.983 12.970 14.077
C 17.662 14.072 14.917
C 16.400 14.954 15.323
O 15.223 14.209 14.945
H 17.114 11.978 14.459
H 17.351 12.922 13.086
H 18.168 13.769 15.844
H 18.413 14.539 14.332
H 16.309 15.118 16.365
H 16.357 15.932 14.807
O 7.953 9.474 12.571
C 8.987 9.251 13.109
C 9.578 7.842 13.273
C 10.957 8.081 13.977
C 11.031 9.576 14.219
O 9.747 10.203 13.794
H 8.910 7.217 13.864
H 9.662 7.381 12.253
H 11.126 7.560 14.973
H 11.723 7.635 13.352
H 11.118 9.776 15.291
H 11.899 10.065 13.651
O 14.885 17.150 7.121
C 14.278 18.179 7.172
C 12.820 18.369 6.816
C 12.694 19.943 6.968
C 13.738 20.157 8.072
O 14.815 19.331 7.678
H 12.684 17.917 5.874
H 12.162 17.851 7.618
H 12.708 20.502 6.061
H 11.745 20.227 7.450
H 14.042 21.210 8.222
H 13.347 19.821 9.033
O 12.151 11.001 11.188
C 11.482 10.733 10.275
C 11.611 11.149 8.846
C 10.822 10.096 8.093
C 9.696 9.667 9.102
O 10.442 9.774 10.380
H 10.990 12.065 8.942
H 12.699 11.218 8.604
H 10.428 10.416 7.128
H 11.410 9.196 8.045
H 8.769 10.215 9.045
H 9.486 8.638 8.966
O 13.011 16.516 10.145
C 12.709 16.012 11.229
C 12.812 14.499 11.426
C 12.107 14.399 12.824
C 12.336 15.788 13.363
O 12.349 16.674 12.242
H 12.285 13.898 10.683
H 13.876 14.199 11.604
H 11.044 14.230 12.660
H 12.511 13.678 13.483
H 11.578 16.131 14.111
H 13.311 15.955 13.830
O 16.425 15.384 12.043
C 16.791 16.119 11.123
C 16.642 15.985 9.616
C 17.606 17.078 9.164
C 17.536 18.070 10.239
O 17.207 17.330 11.460
H 16.999 14.970 9.280
H 15.570 16.157 9.474
H 18.594 16.590 9.046
H 17.392 17.458 8.189
H 18.440 18.627 10.467
H 16.724 18.727 10.034
Br 6.647 12.255 14.880
C 7.055 12.287 12.968
C 8.213 13.203 12.773
Br 8.429 13.706 10.834
H 6.246 12.756 12.511
H 7.114 11.256 12.656
H 9.142 12.633 13.057
H 8.127 14.128 13.353
Br 9.473 19.531 8.698
C 9.507 18.192 10.179
C 9.721 18.781 11.499
Br 8.397 20.138 11.920
H 10.293 17.414 9.957
H 8.517 17.718 10.010
H 10.738 19.182 11.511
H 9.670 18.056 12.334
*
```

=====

| no. | strongest force on any atom (eV/A) |
| --- | --- |
| 1 | 4.72 |
| 2 | 6.48 |